This record from the OMol25 dataset describes a molecular structure, C35H46KN5O5S2. The level of theory is ωB97M-V/def2-TZVPD.

* net charge: -2
* highest occupied orbital energy: -1.16 eV
* energy: -3407.64667 a.u.
* frontier orbital gap: 5.1 eV
* F_max: 1.596 eV/Å

```
94
C35H46KN5O5S2 (ωB97M-V/def2-TZVPD)
K -0.39705 1.04312 -1.07319
N 3.51090 0.71144 -5.25064
C 2.45504 0.68768 -4.31705
S 2.86975 0.19582 -2.72165
N 1.30400 1.00222 -4.79975
N 0.26329 1.33702 -4.00857
C -0.86093 0.75597 -4.15875
C -2.12473 1.24725 -3.63654
C -3.29426 0.62387 -4.08193
C -4.55844 1.10824 -3.79910
C -4.66463 2.29303 -3.06329
C -3.54311 2.92093 -2.58022
C -2.21490 2.40028 -2.76383
O -1.22361 2.91758 -2.17556
H 4.22796 0.04723 -5.01166
H 3.19188 0.64729 -6.20755
H -0.92981 -0.12782 -4.81293
H -3.19697 -0.26573 -4.69941
H -5.44092 0.59488 -4.16361
H -5.64880 2.70694 -2.85925
H -3.62091 3.83382 -1.99907
C 0.22834 -2.56739 4.35498
C -0.66851 -3.23463 3.31408
C -0.60007 -2.59519 1.92558
N 0.70579 -2.79090 1.30604
C 0.98684 -3.30976 0.11102
S 2.53791 -3.40571 -0.46829
N -0.07779 -3.78549 -0.68949
C -1.01851 -4.74831 -0.45410
O -1.95268 -4.91742 -1.21603
C -0.82182 -5.64737 0.72579
C -1.94885 -6.08830 1.41450
C -1.82189 -6.96754 2.47484
C -0.56810 -7.44265 2.84061
C 0.55475 -7.02520 2.14051
C 0.43352 -6.12646 1.09191
H 0.23977 -3.15257 5.27738
H -0.13255 -1.56443 4.58676
H 1.25368 -2.47259 3.99615
H -1.70976 -3.18987 3.64689
H -0.40328 -4.29226 3.22756
H -0.82481 -1.52492 1.92479
H -1.35435 -3.05271 1.29441
H 1.47229 -2.28060 1.72761
H -0.14907 -3.33360 -1.59112
H -2.92043 -5.72101 1.10873
H -2.70140 -7.28873 3.01938
H -0.46729 -8.13596 3.66672
H 1.53457 -7.39642 2.41467
H 1.31530 -5.80338 0.55140
C 1.11879 2.06924 3.05109
C 2.48231 1.82175 3.70388
C 2.92413 0.58147 2.93960
O 1.75471 -0.22085 2.86197
C 0.59325 0.64307 2.87825
H 1.25586 2.54122 2.07788
H 0.45123 2.67938 3.65959
H 2.36427 1.58831 4.76639
H 3.17299 2.65703 3.60545
H 3.70821 0.00317 3.43365
H 3.26624 0.85966 1.93496
H -0.01665 0.35197 3.74181
H -0.00382 0.48578 1.97098
C 3.40738 4.89898 0.83830
C 2.89332 4.12320 -0.36926
O 2.34831 3.05752 -0.24173
C 3.11659 4.68238 -1.72500
C 3.35739 6.03920 -1.95430
C 3.55484 6.50227 -3.24342
C 3.52802 5.61744 -4.31527
C 3.27364 4.26981 -4.09462
C 3.05640 3.80539 -2.80961
H 3.69301 4.18436 1.60449
H 2.60091 5.52170 1.23251
H 4.26160 5.52562 0.59195
H 3.35951 6.74575 -1.13423
H 3.72547 7.55894 -3.41391
H 3.69739 5.98548 -5.32003
H 3.23126 3.57844 -4.92636
H 2.83758 2.75579 -2.62457
C -3.68896 -0.98391 0.33862
C -2.83209 0.11840 1.01215
C -3.42806 1.47221 0.55357
C -3.06523 0.02216 2.55194
O -1.51337 -0.00672 0.69796
H -4.74437 -0.90820 0.62426
H -3.31622 -1.97314 0.62139
H -3.60708 -0.88712 -0.74655
H -4.47423 1.57037 0.86377
H -3.39389 1.53799 -0.53188
H -2.85424 2.30471 0.97224
H -4.08404 0.30866 2.83352
H -2.35729 0.69103 3.04825
H -2.88048 -0.99954 2.90060
```